Entry from the OMol25 dataset: one molecule with the formula C23H27N3O3 (wB97M-V/def2-TZVPD).

Last columns: bonded neighbours and bond lengths (Å).
Element x y z (Å)
1 C -6.32 -2.98 -0.39  C2 1.530, H30 1.087, H31 1.087, H32 1.087
2 C -6.16 -2.12 0.87  C1 1.530, C3 1.501, H33 1.092, H34 1.091
3 C -5.12 -1.06 0.68  C2 1.501, N4 1.309, C27 1.429
4 N -3.95 -1.31 1.21  C3 1.309, C5 1.348
5 C -2.96 -0.40 1.07  N4 1.348, C6 1.409, C25 1.419
6 C -1.69 -0.63 1.63  C5 1.409, C7 1.366, H35 1.079
7 C -0.70 0.30 1.49  C6 1.366, C8 1.412, H36 1.081
8 C -0.93 1.50 0.79  C7 1.412, C9 1.496, C24 1.375
9 C 0.13 2.54 0.62  C8 1.496, O10 1.216, N11 1.354
10 O -0.14 3.72 0.48  C9 1.216
11 N 1.40 2.08 0.64  C9 1.354, C12 1.442, H37 1.009
12 C 2.53 2.93 0.36  N11 1.442, C13 1.537, H38 1.096, H39 1.092
13 C 3.24 2.50 -0.94  C12 1.537, C14 1.502, H40 1.091, H41 1.091
14 C 3.76 1.10 -0.81  C13 1.502, C15 1.386, C23 1.389
15 C 3.00 0.00 -1.18  C14 1.386, C16 1.381, H42 1.080
16 C 3.48 -1.28 -0.98  C15 1.381, C17 1.392, H43 1.078
17 C 4.73 -1.51 -0.41  C16 1.392, O18 1.363, C20 1.408
18 O 5.04 -2.83 -0.28  C17 1.363, C19 1.409
19 C 6.32 -3.26 0.14  O18 1.409, H44 1.090, H45 1.092, H46 1.092
20 C 5.51 -0.40 -0.02  C17 1.408, O21 1.374, C23 1.389
21 O 6.74 -0.64 0.55  C20 1.374, C22 1.405
22 C 7.54 0.46 0.91  O21 1.405, H47 1.095, H48 1.095, H49 1.089
23 C 5.01 0.87 -0.23  C14 1.389, C20 1.389, H50 1.079
24 C -2.17 1.76 0.25  C8 1.375, C25 1.406, H51 1.079
25 C -3.20 0.81 0.37  C5 1.419, C24 1.406, N26 1.347
26 N -4.41 1.05 -0.17  C25 1.347, C27 1.309
27 C -5.36 0.16 -0.03  C3 1.429, N26 1.309, C28 1.502
28 C -6.67 0.51 -0.68  C27 1.502, C29 1.530, H52 1.092, H53 1.089
29 C -6.52 0.54 -2.20  C28 1.530, H54 1.088, H55 1.087, H56 1.086
30 H -5.36 -3.42 -0.66  C1 1.087
31 H -7.03 -3.77 -0.21  C1 1.087
32 H -6.67 -2.38 -1.23  C1 1.087
33 H -7.11 -1.68 1.15  C2 1.092
34 H -5.82 -2.76 1.69  C2 1.091
35 H -1.53 -1.55 2.18  C6 1.079
36 H 0.26 0.12 1.95  C7 1.081
37 H 1.58 1.09 0.63  N11 1.009
38 H 3.24 2.88 1.19  C12 1.096
39 H 2.15 3.95 0.27  C12 1.092
40 H 2.52 2.55 -1.76  C13 1.091
41 H 4.05 3.19 -1.14  C13 1.091
42 H 2.03 0.14 -1.64  C15 1.080
43 H 2.90 -2.14 -1.26  C16 1.078
44 H 6.29 -4.34 0.08  C19 1.090
45 H 6.52 -2.96 1.17  C19 1.092
46 H 7.11 -2.87 -0.51  C19 1.092
47 H 7.79 1.08 0.04  C22 1.095
48 H 7.06 1.08 1.68  C22 1.095
49 H 8.45 0.03 1.32  C22 1.089
50 H 5.60 1.73 0.06  C23 1.079
51 H -2.35 2.68 -0.27  C24 1.079
52 H -6.96 1.50 -0.34  C28 1.092
53 H -7.45 -0.20 -0.39  C28 1.089
54 H -6.23 -0.44 -2.58  C29 1.088
55 H -7.45 0.83 -2.67  C29 1.087
56 H -5.75 1.25 -2.48  C29 1.086

Values from the calculation:
2S+1   1
SMILES string   CCc1nc2ccc(C(=O)NCCc3ccc(OC)c(OC)c3)cc2nc1CC
LUMO level   -0.00403 Ha
Calculated total energy   -1282.6386 hartree
Frontier orbital gap   8.04 eV
HOMO level   -8.151 eV
Strongest force on any atom   0.7 eV/A